(1)
96
Properties=species:S:1:pos:R:3:forces:R:3 method="wB97M-V/def2-TZVPD" gap_ev=6.72 de_lowest_kj_mol=51.1 largest_force_ev_per_a=2.13
Y 0.042190 -0.154923 -0.151567 0.6 0.8 1.9
S 1.802663 -0.663220 1.825731 -0.2 0.3 0.2
S 4.446851 -1.799305 1.548709 0.5 0.1 0.0
Si -0.287501 -3.882134 -1.834411 0.4 -0.2 -0.2
Si -3.557902 -1.869265 -1.320108 -0.5 0.0 -0.1
Si -1.726958 -3.445741 1.785265 -0.1 -0.2 0.4
Si -1.446791 -2.404864 -0.356196 -0.9 -1.4 -0.2
O -0.282519 0.909521 -1.819525 -0.2 0.4 -0.6
N 3.143306 -0.981248 -0.546492 0.8 -0.2 -0.3
N -1.839501 2.933002 2.950644 0.3 -0.4 -0.5
N -0.818653 1.788587 1.353633 -0.1 -0.6 -0.2
N -6.341715 4.483912 7.742821 -0.3 0.1 0.3
N 2.143852 -0.359008 -1.263467 -0.6 0.0 0.1
C -2.804576 -5.024959 1.707046 0.3 0.6 0.0
C 5.658311 -5.583555 -2.089194 0.0 -0.1 0.0
C -5.567514 4.225509 6.938538 -0.3 0.1 0.4
C 5.628308 -3.233860 -0.586675 0.0 -0.1 -0.1
C -0.058849 -3.032327 -3.535916 -0.2 -0.1 0.6
C 0.977664 1.082312 -5.731274 0.0 0.0 -0.2
C 6.552280 -3.406288 -1.615986 -0.1 0.0 0.0
C 1.449880 -4.094306 -1.061453 -0.6 0.2 -0.2
C -3.345542 -0.991452 -2.999931 0.1 -0.3 0.5
C 3.066965 -1.085259 0.733036 0.0 0.0 -0.5
C -2.760575 4.525296 4.547409 0.1 -0.2 -0.2
C 2.282200 -0.426265 -2.563086 0.4 -0.3 0.6
C -3.695139 2.315793 4.389351 0.2 0.0 -0.2
C 6.569614 -4.574018 -2.356920 0.1 0.0 -0.1
C -0.267725 1.576604 -5.353991 0.1 0.0 0.1
C -4.617288 3.902275 5.942517 0.6 -0.2 -0.7
C -0.184533 2.991242 1.507413 0.0 0.4 0.2
C 4.735770 -5.415877 -1.072578 0.1 -0.1 0.0
C -0.086197 -3.867100 2.672252 -0.4 0.2 -0.4
C -3.676402 4.843747 5.529097 -0.2 -0.2 0.1
C 1.773024 0.461684 -4.797911 0.0 0.0 0.0
C -1.797957 1.787183 2.224579 -0.1 -0.3 -0.1
C -4.686480 -3.387120 -1.601558 0.4 0.5 0.2
C 1.397842 0.309271 -3.451529 -0.9 0.4 -0.1
C 3.380491 -1.280011 -3.147151 -0.1 0.0 0.1
C -4.493666 -0.634247 -0.181100 0.4 -0.4 -0.3
C -2.595814 -2.199268 2.962146 0.2 -0.3 -0.5
C 0.156268 0.897488 -3.045869 0.4 0.3 -1.6
C -0.649827 1.500989 -4.039351 0.1 0.0 0.5
C -4.616601 2.632596 5.364080 0.0 0.2 0.1
C -0.996905 -5.632715 -2.164105 0.1 0.7 0.2
C 5.661508 -1.949317 0.193442 -0.3 0.2 0.4
C 4.724852 -4.251235 -0.321618 0.0 0.0 0.0
C -0.802757 3.705535 2.485964 0.5 0.1 -0.3
C -2.760107 3.258459 3.961047 -0.7 0.2 0.7
H -2.889829 -1.647889 -3.732043 0.2 -0.2 -0.2
H -0.945914 -3.137550 -4.152625 -0.2 0.0 -0.1
H 5.670493 -6.495586 -2.669317 0.0 0.0 0.0
H 4.006278 -4.132181 0.476029 0.0 0.0 0.0
H -4.284611 -0.644458 -3.420686 -0.3 0.0 0.1
H -1.114155 -6.181110 -1.234902 0.0 -0.1 0.2
H -4.207298 -4.101606 -2.263261 0.2 -0.1 -0.1
H 7.300909 -4.703785 -3.142239 0.0 0.0 -0.1
H 1.783844 -3.140373 -0.655912 0.1 0.1 0.0
H -5.363045 -0.197611 -0.666120 -0.1 0.0 -0.2
H -0.247394 -4.265409 3.671573 -0.2 -0.1 0.1
H 6.639759 -1.817916 0.660813 -0.1 0.0 0.0
H -2.050638 5.275622 4.242732 0.1 0.1 -0.1
H -0.355211 -6.221849 -2.814699 0.2 0.0 -0.1
H -3.775899 -4.794090 1.282683 -0.2 0.1 -0.1
H -3.596200 -1.958132 2.615567 -0.2 0.1 -0.1
H -0.923560 2.035229 -6.082008 0.0 0.0 0.0
H -5.645883 -3.127373 -2.039616 -0.2 0.2 -0.1
H 7.265477 -2.622315 -1.836400 0.0 0.1 0.0
H 3.514808 -2.162614 -2.522829 0.1 0.1 0.0
H -1.585028 1.930984 -3.707319 -0.1 0.0 0.0
H 0.119121 -1.967521 -3.403220 0.0 0.1 0.0
H -4.837260 -1.117189 0.729614 0.0 -0.1 0.2
H 0.494500 -4.603327 2.126812 0.1 -0.2 -0.2
H -3.829071 0.181934 0.100639 0.1 0.2 0.0
H 3.159687 -1.601167 -4.161053 -0.1 0.1 0.0
H -2.485630 0.971671 2.333719 -0.2 -0.1 0.1
H 4.021981 -6.197532 -0.855640 -0.1 -0.1 0.0
H -1.973434 -5.574750 -2.634315 -0.2 0.0 -0.1
H 1.433225 -4.803546 -0.239503 -0.1 -0.2 0.2
H 1.322279 1.198214 -6.748793 0.0 -0.1 0.0
H -5.340887 1.899380 5.682587 0.0 -0.1 0.0
H 0.662719 3.262169 0.903250 0.1 0.1 0.0
H -4.879382 -3.895171 -0.663054 0.0 -0.1 0.2
H 4.323083 -0.731199 -3.141646 0.1 0.0 0.0
H -0.569923 4.673726 2.873234 0.0 0.2 0.1
H 5.461157 -1.102254 -0.463653 0.1 0.0 0.0
H -3.669790 5.825179 5.978133 0.0 0.1 0.0
H 2.199546 -4.431810 -1.772026 0.0 -0.1 -0.2
H -2.013751 -1.279987 3.004755 0.1 0.2 0.0
H -2.691739 -0.132730 -2.886977 0.2 0.2 0.0
H 2.744254 0.110881 -5.107811 0.0 -0.1 -0.1
H -3.708751 1.324406 3.968501 0.0 -0.1 0.0
H -2.680998 -2.582316 3.975600 0.1 -0.2 0.2
H 0.531629 -2.978126 2.770833 0.1 0.1 0.0
H 0.777559 -3.439637 -4.097530 0.2 -0.2 0.0
H -2.343377 -5.776489 1.074516 0.1 -0.1 -0.2
H -2.968726 -5.469982 2.684157 0.0 0.0 0.3

(2)
9
Properties=species:S:1:pos:R:3:forces:R:3 method="wB97M-V/def2-TZVPD" smiles=Nc1conn1 gap_ev=10.58 de_lowest_kj_mol=263.8 largest_force_ev_per_a=5.81
O -1.785055 0.894101 0.039164 0.1 0.2 -0.6
N -0.870496 -1.033745 -0.201576 -0.6 -1.0 -0.7
N -1.962426 -0.436088 -0.213915 -2.6 -0.8 0.4
N 1.562285 -0.561876 0.235301 -3.7 2.2 -1.0
C -0.479007 1.086058 0.131324 0.2 -2.1 -0.6
C 0.091677 -0.153003 -0.058139 5.1 1.2 2.4
H -0.162438 2.073368 0.181075 0.7 1.3 0.4
H 1.575423 -1.525148 0.519270 0.1 -0.4 -0.4
H 2.030034 -0.343663 -0.632501 0.6 -0.7 0.1

(3)
38
Properties=species:S:1:pos:R:3:forces:R:3 method="wB97M-V/def2-TZVPD" smiles="Clc1cccc(-c2c[nH]nn2)c1/C=C/C1CCCCC1" gap_ev=9.15 de_lowest_kj_mol=119.8 largest_force_ev_per_a=3.27
Cl 2.232033 -2.659531 1.152300 0.1 -0.1 0.1
N 0.778599 1.816026 -2.165985 -0.5 -0.8 0.6
N 1.458056 3.767049 -2.558800 1.0 0.0 0.8
N 0.489193 2.874101 -2.844548 1.2 0.0 0.4
C -0.288004 -0.975287 0.311012 2.0 0.5 -2.6
C 4.568073 0.553550 0.913489 -0.6 0.1 -0.1
C 2.056510 -0.205319 -0.101495 0.6 -0.4 0.8
C -2.485131 -0.659756 -0.900155 -0.1 0.9 0.8
C 3.852338 1.422244 0.098142 -0.1 -0.1 -0.4
C -3.354699 0.194887 0.049478 0.3 -0.4 0.8
C 4.075570 -0.694608 1.237705 -1.2 -0.3 -0.4
C 2.802599 -1.076899 0.746316 1.1 1.3 -0.2
C -2.212266 -2.410472 0.941904 -0.3 0.4 0.6
C -1.554617 -1.641251 -0.174465 0.7 0.6 -0.5
C 1.894390 1.998598 -1.377835 0.4 0.0 -0.1
C 0.748795 -0.702022 -0.551553 -2.2 -0.1 1.6
C 2.348982 3.249474 -1.649203 -0.7 0.8 -0.8
C -4.021710 -0.663210 1.151381 0.2 0.2 -0.2
C 2.603049 1.057167 -0.446473 -0.2 -0.6 0.0
C -3.005957 -1.501422 1.916051 0.4 -0.6 -0.2
H 1.520857 4.685619 -2.986404 -0.4 -0.4 0.0
H 3.216007 3.757472 -1.276467 -0.1 0.4 -0.1
H 5.499986 0.847164 1.352057 0.4 0.2 -0.1
H -1.234125 -2.364559 -0.925234 0.1 -0.1 -0.1
H 0.616450 -0.871483 -1.606394 -0.1 -0.1 -0.3
H -0.156235 -0.729397 1.341498 0.0 0.0 0.7
H -4.738697 -1.328579 0.676079 -0.2 -0.2 -0.1
H -2.890109 -3.141297 0.522586 -0.4 -0.2 -0.2
H 4.655427 -1.351986 1.874168 -0.2 -0.1 -0.1
H -3.517699 -2.161247 2.633666 0.1 0.3 0.0
H 4.328940 2.372039 -0.160463 -0.3 -0.3 0.1
H -4.581346 -0.038057 1.857392 0.0 0.0 -0.2
H -1.908895 0.038946 -1.541478 -0.3 -0.7 0.1
H -3.174724 -1.248719 -1.472523 -0.3 -0.3 -0.7
H -4.133005 0.684794 -0.538400 0.2 0.3 0.1
H -1.434214 -2.987608 1.443355 0.0 0.0 0.3
H -2.323884 -0.845527 2.482024 -0.1 -0.2 -0.1
H -2.730535 0.939110 0.577274 -0.2 0.0 -0.4

Number 1: LUMO level -0.725 eV. Number 2: LUMO level 0.870 eV. Number 3: LUMO level 0.678 eV.